No. 1
113
Properties=species:S:1:pos:R:3:mulliken_charge:R:1 method="wB97M-V/def2-TZVPD" max_force_ev_per_a=5.667 energy_ha=-2336.5645 spin_multiplicity=2 charge=+2 lumo_ha="-0.334 / -0.367" relative_energy_kj_mol=122.5
Al -3.77 0.92 -1.80 1.03
Al -1.44 -0.98 2.24 1.04
B -2.78 -2.38 -0.07 0.79
H -1.77 -2.60 0.24 -0.23
H -3.10 -3.17 -0.74 -0.05
H -3.50 -2.36 0.73 -0.33
H -2.74 -1.42 -0.57 -0.84
B -0.93 0.98 -0.24 2.76
H -1.41 0.14 -0.72 -1.03
H -1.67 1.64 0.17 -0.12
H -0.30 0.59 0.55 -1.24
H -0.31 1.53 -0.94 -0.47
B -3.99 0.49 1.36 2.43
H -3.62 1.38 1.86 -0.24
H -4.06 -0.22 2.16 -0.95
H -4.93 0.63 0.85 -0.28
H -3.22 0.21 0.65 -1.18
C -1.28 -4.89 2.20 -1.07
O -1.09 -3.75 3.00 0.21
C -0.78 -4.08 4.42 -1.18
C -0.64 -2.87 5.28 -0.42
N 0.25 -1.87 4.77 0.08
C 1.65 -2.30 4.46 -0.78
C 2.32 -1.14 3.60 -0.88
O 1.45 -0.30 2.76 0.03
C 2.26 0.34 1.85 -0.78
H -0.32 -5.41 2.20 0.34
H -1.47 -4.70 1.14 0.21
H -2.08 -5.53 2.57 0.40
H 0.05 -4.75 4.63 0.63
H -1.60 -4.69 4.81 0.54
H -0.30 -3.43 6.15 0.38
H -1.63 -2.45 5.47 -0.13
H 0.30 -1.21 5.54 0.25
H 1.66 -3.22 3.86 0.31
H 2.01 -2.54 5.46 0.49
H 3.21 -1.49 3.09 0.51
H 2.72 -0.49 4.37 0.43
H 2.88 1.10 2.33 0.41
H 1.75 0.80 1.01 -0.11
H 3.08 -0.23 1.41 0.42
C -0.30 2.70 2.72 -0.75
O -1.06 1.77 3.30 -0.08
C -1.28 2.04 4.69 -0.80
C -2.63 1.40 5.17 -1.00
N -2.66 -0.09 5.04 -0.06
C -4.13 -0.42 4.96 -0.88
C -4.42 -1.96 4.82 -1.01
O -3.77 -2.31 3.59 0.28
C -4.37 -3.42 3.04 -1.42
H 0.62 2.95 3.26 0.45
H -0.85 3.64 2.56 0.34
H 0.07 2.50 1.72 -0.08
H -1.44 3.12 4.79 0.48
H -0.38 1.83 5.27 0.41
H -3.50 1.93 4.78 0.43
H -2.65 1.59 6.24 0.42
H -2.47 -0.40 5.98 0.37
H -4.67 0.17 4.22 0.36
H -4.52 -0.11 5.93 0.55
H -5.47 -2.25 4.83 0.52
H -4.07 -2.59 5.64 0.38
H -3.96 -3.86 2.14 0.24
H -5.38 -3.11 2.76 0.59
H -4.56 -4.24 3.74 0.40
C 2.72 1.69 -2.21 -0.53
O 4.05 2.12 -2.63 -0.41
C 4.83 1.11 -3.28 -0.72
C 6.23 1.44 -3.69 -0.33
N 7.00 1.93 -2.48 -0.27
C 8.24 2.48 -2.82 -0.79
C 9.18 1.40 -3.37 -0.60
O 8.95 1.27 -4.82 -0.35
C 10.06 0.59 -5.53 -0.77
H 2.24 1.23 -3.08 0.20
H 2.13 2.59 -2.02 0.34
H 2.77 0.87 -1.49 0.26
H 4.51 0.84 -4.29 0.30
H 4.87 0.22 -2.66 0.32
H 6.05 2.19 -4.46 0.23
H 6.69 0.54 -4.09 0.25
H 6.42 2.27 -1.73 0.26
H 8.63 3.08 -2.00 0.49
H 8.16 3.24 -3.60 0.34
H 9.05 0.49 -2.78 0.29
H 10.22 1.70 -3.21 0.58
H 10.89 0.35 -4.86 0.35
H 10.26 0.99 -6.53 0.24
H 9.70 -0.42 -5.74 0.28
C -0.41 -0.89 -2.77 -0.47
O -1.48 -0.09 -3.45 -0.24
C -0.94 0.62 -4.63 -0.67
C -1.14 2.17 -4.43 -0.64
N -2.50 2.56 -4.21 0.02
C -3.19 2.32 -5.45 -0.56
C -4.73 2.34 -5.38 -0.76
O -5.17 1.37 -4.46 0.00
C -6.24 0.64 -5.09 -0.86
H 0.35 -0.24 -2.33 0.13
H 0.15 -1.63 -3.34 0.46
H -1.02 -1.36 -2.00 -0.13
H -1.22 0.24 -5.61 0.42
H 0.14 0.50 -4.65 0.33
H -0.68 2.77 -5.22 0.47
H -0.59 2.51 -3.54 0.29
H -2.47 3.57 -4.14 0.29
H -3.03 1.29 -5.79 0.27
H -3.02 3.01 -6.27 0.40
H -4.94 2.22 -6.44 0.47
H -4.96 3.30 -4.94 0.32
H -6.16 0.10 -6.03 0.33
H -6.98 1.42 -5.29 0.37
H -6.59 -0.15 -4.43 0.25

No. 2
17
Properties=species:S:1:pos:R:3:mulliken_charge:R:1 method="wB97M-V/def2-TZVPD" max_force_ev_per_a=9.136 energy_ha=-326.7065 smiles="c1ccncc1.C=C" lumo_ha=0.033 relative_energy_kj_mol=484.5
C -0.36 -0.29 1.61 -0.05
C 0.04 1.07 1.39 -0.71
C 0.90 1.33 0.40 -0.07
N 1.66 0.55 -0.21 -0.50
C 1.29 -0.78 0.01 -0.08
C 0.35 -1.28 0.93 -0.46
H -1.03 -0.45 2.52 0.28
H -0.38 1.77 1.90 0.57
H 0.98 2.37 -0.09 0.32
H 1.82 -1.60 -0.52 0.33
H -0.09 -2.29 0.85 0.37
C -1.69 -0.96 -2.09 -0.65
C -1.60 0.40 -1.51 -0.29
H -1.03 -1.18 -3.11 0.18
H -2.25 -1.76 -1.88 0.39
H -1.06 1.28 -2.14 0.18
H -2.16 1.02 -0.47 0.20

No. 3
96
Properties=species:S:1:pos:R:3:mulliken_charge:R:1 method="wB97M-V/def2-TZVPD" max_force_ev_per_a=1.455 energy_ha=-2346.9258 spin_multiplicity=5 charge=+3 lumo_ha="-0.309 / -0.450" relative_energy_kj_mol=0.0
Pt 0.02 0.69 -0.74 3.35
C -2.03 0.48 4.30 -1.47
C -2.16 0.39 2.81 0.22
C -3.20 -0.12 2.06 -1.07
C -2.86 0.10 0.72 -0.66
N -1.65 0.67 0.68 -0.31
N -1.23 0.86 1.96 0.98
B 0.04 1.70 2.21 -1.29
N 1.32 0.89 1.93 0.82
N 1.71 0.69 0.64 -0.03
C 2.91 0.11 0.65 -0.75
C 3.29 -0.09 1.98 -1.22
C 2.28 0.43 2.76 0.36
C 2.20 0.53 4.25 -1.43
C 3.75 -0.05 -0.60 2.51
C 4.86 1.02 -0.51 -1.83
C 2.94 0.21 -1.87 -1.69
C 4.40 -1.44 -0.66 -1.37
N 0.03 2.91 1.17 0.57
N 0.02 2.72 -0.22 -0.13
C 0.00 3.90 -0.87 -0.09
C 0.00 4.88 0.12 -1.11
C 0.01 4.20 1.42 0.63
C 0.01 4.81 2.76 -1.43
C 0.00 4.10 -2.36 2.12
C 1.25 4.91 -2.72 -1.66
C -1.27 4.91 -2.71 -1.64
C 0.00 2.79 -3.15 -1.44
C -3.78 0.00 -0.49 2.44
C -4.89 1.05 -0.29 -1.85
C -4.42 -1.39 -0.56 -1.39
C -3.05 0.32 -1.80 -1.56
H -2.97 0.19 4.76 0.43
H -1.79 1.49 4.63 0.27
H -1.25 -0.19 4.67 0.21
H -4.12 -0.52 2.44 0.66
H 0.05 2.15 3.31 -0.16
H 4.23 -0.50 2.34 0.64
H 3.16 0.27 4.69 0.43
H 1.45 -0.15 4.66 0.20
H 1.94 1.54 4.57 0.27
H 4.44 2.02 -0.40 0.34
H 5.47 1.00 -1.42 0.48
H 5.52 0.83 0.34 0.42
H 2.67 1.26 -1.97 0.05
H 2.03 -0.41 -1.90 0.21
H 3.52 -0.07 -2.75 0.61
H 4.78 -1.74 0.32 0.32
H 5.23 -1.43 -1.35 0.47
H 3.68 -2.18 -1.00 0.18
H -0.02 5.95 -0.03 0.61
H 0.00 5.90 2.68 0.42
H 0.90 4.50 3.32 0.34
H -0.86 4.48 3.33 0.34
H 1.27 5.88 -2.21 0.40
H 1.26 5.11 -3.79 0.47
H 2.17 4.37 -2.47 0.32
H -1.29 5.87 -2.20 0.40
H -2.18 4.36 -2.45 0.32
H -1.28 5.10 -3.78 0.47
H 0.90 2.21 -2.96 0.16
H -0.02 3.02 -4.21 0.57
H -0.90 2.19 -2.95 0.14
H -5.49 0.82 0.60 0.41
H -5.55 1.06 -1.15 0.48
H -4.46 2.05 -0.17 0.36
H -4.78 -1.72 0.41 0.31
H -3.70 -2.13 -0.94 0.20
H -5.27 -1.37 -1.25 0.48
H -2.81 1.38 -1.86 0.10
H -3.70 0.08 -2.65 0.63
H -2.14 -0.28 -1.92 0.12
O -0.06 -1.47 -1.22 -0.80
S -0.12 -2.37 0.01 0.45
C 1.14 -3.61 -0.14 0.68
C 1.54 -4.06 -1.41 -0.36
C 2.49 -5.06 -1.48 -0.88
C 3.00 -5.61 -0.30 -0.49
C 2.59 -5.15 0.96 -0.81
C 1.65 -4.15 1.05 -0.36
C -1.26 -3.66 -0.42 0.99
C -1.75 -4.48 0.64 -0.57
C -2.61 -5.49 0.34 -0.73
C -2.98 -5.71 -1.01 -0.52
C -2.50 -4.89 -2.06 -0.77
C -1.63 -3.88 -1.78 -0.31
H 1.15 -3.61 -2.31 0.34
H 2.83 -5.41 -2.44 0.50
H 3.73 -6.41 -0.36 0.48
H 3.03 -5.57 1.86 0.51
H 1.34 -3.77 2.02 0.54
H -1.45 -4.29 1.67 0.49
H -3.02 -6.11 1.12 0.53
H -3.64 -6.54 -1.25 0.48
H -2.82 -5.07 -3.08 0.52
H -1.26 -3.22 -2.55 0.42